# 1
ORCA calculation (ωB97M-V/def2-TZVPD) on a structure of composition C8H14F6MnN3O4S3.

```
39
Properties=species:S:1:pos:R:3
Mn -14.141 -0.226 0.474
C -16.656 -1.596 -0.549
C -16.714 -0.214 -1.175
N -15.448 0.463 -1.114
C -15.533 1.944 -1.018
C -16.288 2.353 0.246
S -15.776 1.540 1.756
C -16.991 0.184 2.019
C -16.564 -1.276 1.906
N -15.863 -1.616 0.664
H -17.650 -1.974 -0.248
H -16.211 -2.260 -1.323
H -17.151 -0.246 -2.155
H -17.402 0.348 -0.617
H -14.850 0.311 -1.920
H -14.502 2.341 -0.929
H -16.021 2.429 -1.886
H -16.168 3.378 0.452
H -17.354 2.181 0.188
H -17.374 0.294 3.018
H -17.903 0.338 1.372
H -15.842 -1.458 2.709
H -17.536 -1.895 1.977
H -15.577 -2.573 0.821
F -9.925 -0.642 3.982
C -10.118 -0.497 2.657
F -10.277 -1.760 2.178
F -9.108 0.078 2.069
S -11.534 0.643 2.517
O -12.407 0.354 3.564
O -11.047 1.976 2.338
N -12.183 0.186 1.064
S -11.456 0.282 -0.349
O -10.232 -0.456 -0.502
O -12.559 0.117 -1.323
C -10.912 2.031 -0.730
F -11.175 2.069 -2.029
F -9.637 2.106 -0.391
F -11.584 3.029 -0.127
```

## Properties
net charge: +1
2S+1: 6
HOMO energy (alpha / beta): -13.238 / -13.954 eV
orbital gap (alpha / beta): 10.24 / 10.22 eV
calculated total energy: -3722.9964 hartree
relative energy (zero: lowest compared OMol25 entry of this formula, charge and spin): 0.00 kcal per mole

# 2
ORCA calculation (ωB97M-V/def2-TZVPD) on the molecule C8H14FNO2.

```
26
Properties=species:S:1:pos:R:3
C 0.759 0.029 -3.368
C 1.274 -0.810 -2.444
C 2.572 -1.551 -2.397
O 0.479 -1.158 -1.340
C -0.834 -0.825 -1.135
O -1.733 -0.646 -1.883
N -1.019 -0.814 0.273
C 0.074 -0.364 1.114
F 0.436 -1.453 1.885
C -0.455 0.725 2.117
C -0.994 1.942 1.236
C -1.481 0.391 3.193
H -0.312 0.357 -3.187
H 1.124 0.301 -4.257
H 3.214 -1.157 -3.259
H 2.278 -2.587 -2.265
H 3.102 -1.265 -1.401
H -1.801 -0.341 0.589
H 0.958 0.102 0.611
H 0.582 1.175 2.583
H -1.504 1.720 0.339
H -0.087 2.439 0.884
H -1.500 2.667 1.855
H -1.543 1.339 3.882
H -1.217 -0.439 3.697
H -2.371 0.223 2.678
```

## Properties
net charge: 0
SMILES: C=C(C)OC(=O)N[C@H](F)C(C)C
HOMO energy: -9.333 eV
orbital gap: 10.14 eV
calculated total energy: -618.2708 hartree
relative energy (zero: lowest compared OMol25 entry of this formula, charge and spin): 0.00 kcal per mole

# 3
ORCA calculation (ωB97M-V/def2-TZVPD) on a cluster of 2 separate species, C8H14FOP in total.

```
25
Properties=species:S:1:pos:R:3
F -1.835 -2.212 -0.608
C -2.265 -1.728 0.574
C -3.040 -0.587 0.584
C -3.494 -0.109 1.805
C -3.168 -0.765 2.983
C -2.383 -1.908 2.941
C -1.923 -2.402 1.729
H -3.280 -0.092 -0.347
H -4.107 0.782 1.832
H -3.525 -0.386 3.932
H -2.125 -2.423 3.857
H -1.312 -3.292 1.670
C 4.430 1.069 -1.761
O 3.491 1.923 -1.139
C 2.255 2.033 -1.810
P 0.996 0.714 -1.280
H 5.019 0.567 -0.995
H 3.945 0.312 -2.383
H 5.099 1.657 -2.398
H 2.386 2.027 -2.902
H 1.816 2.998 -1.526
H 0.116 1.201 -2.305
H 0.999 1.239 0.043
H 1.900 -0.340 -1.593
H 0.007 -0.279 -0.902
```

## Properties
net charge: 0
SMILES: Fc1ccccc1.COC[PH4]
HOMO energy: -7.885 eV
orbital gap: 8.79 eV
calculated total energy: -829.5456 hartree
relative energy (zero: lowest compared OMol25 entry of this formula, charge and spin): 0.00 kcal per mole

# 4
ORCA calculation (ωB97M-V/def2-TZVPD) on the ion C8H14IO2 with charge +1.

```
25
Properties=species:S:1:pos:R:3
C 2.394 -2.495 -0.094
C -0.563 0.071 1.347
C -0.748 -0.248 -1.260
C 0.877 0.414 1.448
C 0.491 0.358 -1.574
C -1.404 0.383 -0.006
C 1.730 -0.245 0.296
C -1.808 1.808 -0.116
O -2.633 -0.347 0.265
O 1.527 -1.616 0.176
I 3.664 0.503 -0.215
H 2.194 -3.553 0.020
H 3.255 -2.305 -0.575
H -0.724 -1.030 1.551
H -1.212 0.580 2.123
H -1.458 -0.204 -2.184
H -0.924 -1.373 -1.203
H 1.169 1.403 1.552
H 1.355 -0.142 2.289
H 1.258 0.018 -2.369
H 0.471 1.448 -1.650
H -2.619 1.865 -0.774
H -0.935 2.461 -0.510
H -1.958 2.055 0.931
H -3.399 0.191 0.532
```

## Properties
net charge: +1
HOMO energy (alpha / beta): -12.435 / -12.438 eV
orbital gap (alpha / beta): 6.77 / 6.45 eV
calculated total energy: -760.9362 hartree
relative energy (zero: lowest compared OMol25 entry of this formula, charge and spin): 28.28 kcal per mole

# 5
ORCA calculation (ωB97M-V/def2-TZVPD) on a structure of composition C8H14LaOP.

```
25
Properties=species:S:1:pos:R:3
C -1.004 -2.896 0.804
C -1.590 -3.853 1.665
C -3.009 -3.745 1.589
C -3.349 -2.713 0.667
C -2.162 -2.145 0.146
La 0.704 -0.470 -1.216
P 2.934 0.047 -2.383
H 0.069 -2.717 0.620
H -1.038 -4.556 2.288
H -3.719 -4.354 2.145
H -2.063 -1.332 -0.595
H -4.359 -2.402 0.402
H 1.665 0.643 -2.911
H 2.450 -1.314 -2.705
H 3.840 0.267 -3.472
C 0.670 3.813 -0.749
C 0.997 2.671 0.089
C 1.493 2.763 1.453
O 0.836 1.481 -0.413
H 0.783 4.729 -0.148
H -0.367 3.774 -1.120
H 1.341 3.897 -1.619
H 0.834 2.248 2.170
H 2.505 2.339 1.557
H 1.541 3.826 1.738
```

## Properties
net charge: 0
HOMO energy (alpha / beta): -5.948 / -5.978 eV
orbital gap (alpha / beta): 4.28 / 5.12 eV
calculated total energy: -761.1409 hartree

# 6
ORCA calculation (ωB97M-V/def2-TZVPD) on a cluster of 2 separate species, C8H14N in total.

```
23
Properties=species:S:1:pos:R:3
C -3.660 -1.264 -1.231
C -2.619 -0.846 -0.193
C -0.089 -1.227 -0.437
C -1.338 -0.930 -0.421
C 2.620 2.289 1.866
C 3.024 1.164 0.910
C 1.615 1.334 1.244
C 0.810 -0.538 -1.428
N 0.392 1.021 1.104
H -3.163 -1.521 -2.218
H -4.462 -1.986 -0.820
H -3.046 -0.510 0.735
H 0.194 -2.264 -0.257
H 2.719 2.165 2.927
H 2.846 3.231 1.358
H 3.193 1.400 -0.152
H 3.585 0.363 1.127
H 1.942 -0.551 -1.071
H 0.884 -1.202 -2.269
H 0.527 0.520 -1.634
H -0.285 1.539 1.612
H 0.143 0.086 0.599
H -4.261 -0.393 -1.290
```

## Properties
net charge: +1
HOMO energy: -12.993 eV
orbital gap: 8.96 eV
calculated total energy: -367.5660 hartree
relative energy (zero: lowest compared OMol25 entry of this formula, charge and spin): 71.43 kcal per mole

# 7
ORCA calculation (ωB97M-V/def2-TZVPD) on the ion C8H14N with charge +1.

```
23
Properties=species:S:1:pos:R:3
C 1.308 0.877 1.703
N 0.231 -0.159 1.692
C -0.306 -0.891 0.766
C -1.224 -1.925 1.375
C -0.205 -0.837 -0.691
C 1.136 -0.236 -1.113
C 0.680 0.060 -2.490
C -0.115 0.510 -1.309
C -0.921 1.825 -1.127
H 2.186 0.362 1.459
H 1.118 1.511 0.913
H 1.227 1.349 2.773
H -0.120 -0.333 2.599
H -2.048 -2.130 0.718
H -1.819 -1.753 2.324
H -0.791 -2.775 1.663
H -0.616 -1.691 -1.190
H 2.113 -0.348 -0.654
H 1.146 0.637 -3.171
H 0.263 -0.752 -3.038
H -0.995 2.205 -0.104
H -1.922 1.933 -1.562
H -0.326 2.559 -1.534
```

## Properties
net charge: +1
SMILES: C/[NH+]=C(/C)[C@@H]1[C@H]2C[C@]21C
HOMO energy: -13.953 eV
orbital gap: 9.94 eV
calculated total energy: -367.6070 hartree
relative energy (zero: lowest compared OMol25 entry of this formula, charge and spin): 45.73 kcal per mole

# 8
ORCA calculation (ωB97M-V/def2-TZVPD) on the molecule C8H14N2.

```
24
Properties=species:S:1:pos:R:3
C 0.304 0.432 -0.102
C -1.816 -0.953 0.116
C -1.872 -2.220 0.123
C 1.292 -0.316 -0.437
C -0.517 1.580 0.469
C 3.671 -0.634 0.444
C -3.019 0.759 -0.888
C 2.760 0.234 -0.502
N -1.833 1.164 1.115
N -2.476 0.144 0.301
H -2.739 -2.739 0.142
H -0.810 -2.773 0.075
H 1.264 -1.426 -0.642
H 0.026 1.990 1.307
H -0.697 2.300 -0.368
H 3.101 -1.442 0.906
H 4.133 -0.078 1.279
H 4.541 -0.857 -0.108
H -4.004 0.376 -1.112
H -3.114 1.779 -0.631
H -2.323 0.561 -1.679
H 3.031 0.077 -1.616
H 2.820 1.278 -0.227
H -1.724 0.762 2.034
```

## Properties
net charge: 0
2S+1: 3
HOMO energy (alpha / beta): -5.418 / -8.823 eV
orbital gap (alpha / beta): 6.39 / 8.46 eV
calculated total energy: -422.4160 hartree
relative energy (zero: lowest compared OMol25 entry of this formula, charge and spin): 49.40 kcal per mole

# 9
ORCA calculation (ωB97M-V/def2-TZVPD) on the molecule C8H14N2O3.

```
27
Properties=species:S:1:pos:R:3
C 0.265 1.720 -1.821
C 0.229 0.211 -2.107
N -0.973 -0.387 -1.446
C -1.061 -0.741 -0.141
O -2.080 -1.289 0.236
C -0.263 0.072 0.909
C -0.463 -0.565 2.276
C -0.034 0.458 3.252
C -0.916 1.640 2.610
N -0.541 1.462 1.240
C 1.574 -0.680 -1.732
O 2.406 -0.388 -0.811
O 1.744 -1.907 -2.373
H 0.327 2.141 -0.707
H 0.891 2.375 -2.452
H -0.629 2.015 -2.349
H 0.194 -0.046 -3.177
H -1.338 -1.164 -2.066
H 0.796 0.154 0.477
H -0.009 -1.523 2.398
H -1.555 -0.757 2.623
H 1.050 0.688 3.076
H -0.139 0.187 4.215
H -2.065 1.632 2.631
H -0.723 2.681 2.961
H 0.259 2.064 0.881
H 0.988 -1.991 -2.969
```

## Properties
net charge: 0
SMILES: C[C@H](NC(=O)[C@@H]1CCCN1)C(=O)O
HOMO energy: -8.405 eV
orbital gap: 8.54 eV
calculated total energy: -648.3674 hartree
relative energy (zero: lowest compared OMol25 entry of this formula, charge and spin): 88.70 kcal per mole

# 10
ORCA calculation (ωB97M-V/def2-TZVPD) on the molecule C8H14N2O3S.

```
28
Properties=species:S:1:pos:R:3
O 3.601 1.743 -0.561
C 2.468 1.432 -0.225
O 1.367 2.032 -0.672
C 2.137 0.349 0.749
C 3.346 -0.590 1.009
S 3.845 -1.592 -0.380
N 0.905 -0.444 0.484
C -0.285 -0.047 0.916
O -0.470 0.888 1.677
C -1.487 -0.856 0.388
C -1.649 -0.766 -1.164
C -3.126 -0.315 -1.288
C -3.427 0.428 0.033
N -2.702 -0.366 1.011
H 1.696 2.705 -1.325
H 1.888 0.851 1.743
H 4.201 -0.019 1.409
H 3.077 -1.277 1.781
H 4.490 -0.653 -1.032
H 1.037 -1.104 -0.302
H -1.324 -1.925 0.614
H -1.457 -1.714 -1.712
H -1.036 -0.015 -1.628
H -3.808 -1.226 -1.343
H -3.268 0.378 -2.168
H -3.100 1.446 -0.034
H -4.484 0.401 0.266
H -2.433 0.255 1.755
```

## Properties
net charge: 0
SMILES: O=C(O)[C@H](CS)NC(=O)[C@@H]1CCCN1
HOMO energy: -8.872 eV
orbital gap: 9.35 eV
calculated total energy: -1046.6825 hartree
relative energy (zero: lowest compared OMol25 entry of this formula, charge and spin): 0.00 kcal per mole

# 11
ORCA calculation (ωB97M-V/def2-TZVPD) on the molecule C8H14N2S.

```
25
Properties=species:S:1:pos:R:3
C -0.404 1.726 1.564
C -2.608 -1.722 2.098
C -1.453 -1.640 1.387
C -0.296 -0.739 1.518
C 0.017 0.507 -0.437
C 1.268 -1.195 -1.861
C 1.368 1.260 -2.483
C 1.225 0.168 -1.334
N -0.594 0.490 2.152
N -0.047 1.711 0.193
S -0.763 3.198 2.327
H -3.364 -2.443 2.038
H -2.699 -1.126 3.026
H -1.276 -2.374 0.538
H 0.641 -1.276 1.885
H -1.008 0.152 -0.988
H 0.908 -1.796 -0.932
H 2.310 -1.335 -1.961
H 0.832 -1.375 -2.760
H 0.525 1.254 -3.130
H 2.136 1.051 -3.193
H 1.527 2.269 -2.124
H 2.023 0.339 -0.654
H -0.852 0.473 3.138
H 0.582 2.423 -0.004
```

## Properties
net charge: 0
2S+1: 3
HOMO energy (alpha / beta): -6.376 / -8.208 eV
orbital gap (alpha / beta): 7.19 / 6.26 eV
calculated total energy: -820.7031 hartree
relative energy (zero: lowest compared OMol25 entry of this formula, charge and spin): 42.26 kcal per mole

# 12
ORCA calculation (ωB97M-V/def2-TZVPD) on the ion C8H14N3O3 with charge +1.

```
28
Properties=species:S:1:pos:R:3
C 2.399 1.005 -0.018
C -2.272 -0.093 -0.084
C 0.193 -2.124 -0.008
C 1.292 -1.725 1.077
C -0.088 -0.913 -0.982
C 2.555 -1.437 0.478
C -0.304 1.366 -0.017
C -4.325 0.993 0.153
N 1.036 1.589 0.118
N -0.845 0.150 -0.325
N 3.275 1.934 -0.616
O -2.685 -1.210 -0.148
O 2.803 -0.223 0.021
O -2.841 1.032 0.158
H 0.553 -2.936 -0.698
H -0.772 -2.340 0.320
H 0.850 -0.878 1.488
H 1.289 -2.471 1.855
H 0.850 -0.517 -1.392
H -0.703 -1.346 -1.727
H 3.558 -1.829 0.484
H -0.929 2.191 -0.036
H -4.485 1.313 1.269
H -4.715 0.067 -0.221
H -4.565 1.781 -0.608
H 1.232 2.565 0.206
H 3.441 2.716 -0.043
H 4.206 1.342 -0.703
```

## Properties
net charge: +1
HOMO energy (alpha / beta): -10.606 / -10.992 eV
orbital gap (alpha / beta): 6.76 / 7.02 eV
calculated total energy: -702.8202 hartree
relative energy (zero: lowest compared OMol25 entry of this formula, charge and spin): 118.68 kcal per mole